Entry from the Open Molecules 2025 dataset: a 2-piece molecular cluster, CN2O3S overall in a non-equilibrium geometry (the ωB97M-V functional and the def2-TZVPD basis).

## Properties
orbital gap (alpha / beta) = 6.91 / 8.69 eV
maximum force = 1.74 eV/A
2S+1 = 3
E_HOMO (alpha / beta) = -8.6 / -11.5 eV
energy above the lowest of the compared OMol25 structures with the same formula, charge and spin = 333.4 kJ/mol

Atoms and positions in Å:
C: 0.52 0.58 -0.20
N: 0.54 -0.15 1.80
N: -0.36 -0.29 -0.93
O: -0.11 -1.07 2.00
O: -1.49 0.20 -0.88
O: -0.05 -1.36 -1.37
S: 0.95 2.08 -0.42

***

Entry from the Open Molecules 2025 dataset: a 2-piece molecular cluster, ClHNO2P overall in a non-equilibrium geometry (the ωB97M-V functional and the def2-TZVPD basis).

## Properties
orbital gap (alpha / beta) = 9.03 / 6.53 eV
maximum force = 3.87 eV/A
E_HOMO (alpha / beta) = -9.3 / -8.4 eV
energy above the lowest of the compared OMol25 structures with the same formula, charge and spin = 175.2 kJ/mol

Atoms and positions in Å:
N: 4.13 -0.78 0.32
O: 3.42 0.08 0.08
O: 1.92 0.30 -1.04
P: 0.47 0.52 -0.61
Cl: 0.44 2.41 0.14
H: 0.63 -0.37 0.45

***

Entry from the Open Molecules 2025 dataset: a 4-piece molecular cluster, C22H45N2O6 overall in a non-equilibrium geometry (the ωB97M-V functional and the def2-TZVPD basis).

## Properties
orbital gap = 3.39 eV
maximum force = 3.23 eV/A
E_HOMO = -1.0 eV
energy above the lowest of the compared OMol25 structures with the same formula, charge and spin = 617.2 kJ/mol
charge = -1

Atoms and positions in Å:
C: -3.53 -0.07 0.74
C: -2.27 -0.49 -0.23
C: -1.55 -1.97 -0.03
C: -1.85 0.48 -1.28
C: -0.84 1.76 -1.09
C: -0.49 2.15 0.46
C: 1.10 2.03 0.87
C: 2.14 2.72 -0.19
C: 1.44 0.46 1.23
C: 2.38 -0.31 0.13
N: 1.80 -0.37 -1.27
N: 2.85 -0.23 -2.17
H: -4.42 -0.82 0.47
H: -3.25 -0.09 1.88
H: -3.90 1.00 0.38
H: -2.41 -2.75 0.27
H: -1.11 -2.37 -1.05
H: -0.72 -1.97 0.80
H: -2.27 0.28 -2.38
H: 0.09 1.57 -1.79
H: -1.40 2.70 -1.56
H: -1.10 1.55 1.27
H: -0.79 3.29 0.62
H: 1.22 2.63 1.89
H: 2.09 3.91 -0.08
H: 2.06 2.36 -1.29
H: 3.25 2.44 0.17
H: 0.45 -0.15 1.51
H: 2.08 0.48 2.24
H: 3.45 0.17 0.20
H: 2.49 -1.43 0.50
H: 3.46 -1.08 -2.08
H: 3.45 0.60 -1.95
O: -4.31 -0.71 -3.37
C: -4.24 -0.64 -4.60
O: -4.98 -1.46 -5.38
C: -5.12 -1.33 -6.81
C: -3.97 -2.01 -7.52
C: -3.27 0.30 -5.25
H: -5.23 -0.28 -7.10
H: -6.05 -1.83 -7.08
H: -3.01 -1.56 -7.26
H: -4.10 -1.96 -8.60
H: -3.91 -3.07 -7.22
H: -2.28 -0.16 -5.28
H: -3.23 1.22 -4.66
H: -3.56 0.60 -6.26
O: -1.51 0.28 4.94
C: -2.38 -0.47 5.39
O: -3.48 -0.74 4.66
C: -4.46 -1.73 5.00
C: -5.48 -1.19 5.98
C: -2.26 -1.04 6.77
H: -3.98 -2.65 5.35
H: -4.98 -1.99 4.07
H: -5.01 -0.89 6.93
H: -6.25 -1.93 6.20
H: -5.96 -0.29 5.58
H: -2.61 -0.29 7.49
H: -1.21 -1.27 6.96
H: -2.81 -1.97 6.91
O: 5.95 -0.50 -1.45
C: 6.67 0.17 -0.71
O: 7.76 -0.38 -0.13
C: 8.76 0.36 0.60
C: 8.34 0.57 2.04
C: 6.30 1.59 -0.37
H: 9.00 1.30 0.09
H: 9.67 -0.24 0.58
H: 7.42 1.16 2.11
H: 9.12 1.09 2.60
H: 8.13 -0.39 2.52
H: 5.56 1.58 0.43
H: 5.87 2.05 -1.26
H: 7.15 2.21 -0.09

***

Entry from the Open Molecules 2025 dataset: a 2-piece molecular cluster, C11H27N3OSi overall in a non-equilibrium geometry (the ωB97M-V functional and the def2-TZVPD basis).

## Properties
orbital gap = 4.67 eV
maximum force = 2.13 eV/A
E_HOMO = -5.1 eV

Atoms and positions in Å:
C: 1.33 -2.62 -1.08
C: 0.20 -2.52 -0.05
C: 0.74 -2.19 1.34
N: 1.17 -0.78 1.46
C: 0.58 0.01 0.57
N: 1.20 0.91 -0.09
N: -0.77 -0.23 0.36
C: -0.87 -1.50 -0.45
Si: -2.68 -2.11 -0.39
C: -3.65 -1.45 1.09
C: -3.54 -1.42 -1.93
C: -2.86 -3.98 -0.41
H: 0.96 -2.76 -2.08
H: 2.03 -3.40 -0.78
H: 1.91 -1.69 -1.09
H: -0.19 -3.53 0.03
H: 1.51 -2.90 1.61
H: -0.09 -2.33 2.03
H: 2.18 -0.68 1.42
H: 0.65 1.51 -0.70
H: 2.22 1.02 -0.08
H: -1.14 -0.40 1.30
H: -0.69 -1.19 -1.48
H: -3.34 -1.87 2.04
H: -4.70 -1.66 0.91
H: -3.55 -0.36 1.10
H: -3.86 -0.41 -1.70
H: -4.45 -1.97 -2.15
H: -2.87 -1.42 -2.78
H: -2.52 -4.41 0.53
H: -3.88 -4.30 -0.52
H: -2.23 -4.43 -1.18
C: 3.19 5.97 -0.47
C: 2.83 4.51 -0.15
C: 2.48 4.40 1.34
O: 3.88 3.70 -0.41
H: 4.05 6.30 0.12
H: 3.42 6.09 -1.53
H: 2.35 6.65 -0.23
H: 1.87 4.31 -0.71
H: 3.31 4.68 1.99
H: 2.19 3.37 1.59
H: 1.62 5.05 1.61

***

Entry from the Open Molecules 2025 dataset: the molecule C18H41ClI2N5O7P (the ωB97M-V functional and the def2-TZVPD basis).

## Properties
orbital gap = 8.75 eV
maximum force = 0.93 eV/A
E_HOMO = -8.5 eV
structure (SMILES) = CCCCO[C@@](O[C@@](CC(N)(N)N)(OCCOCC)P(=O)(O)O)([C@@H](I)CC)[C@@](I)(CCN)NCl

Atoms and positions in Å:
C: -3.33 0.14 5.03
C: -2.35 0.00 3.87
C: -0.91 0.40 4.25
C: 0.17 -0.42 3.56
O: 0.12 -0.19 2.15
C: 0.76 -1.01 1.22
O: 1.01 -0.22 0.06
C: 1.04 1.17 -0.10
C: 2.31 1.56 -0.90
C: 2.51 1.09 -2.35
N: 3.77 1.73 -2.77
N: 1.44 1.45 -3.27
N: 2.63 -0.35 -2.44
O: -0.17 1.41 -0.79
C: -0.51 2.72 -1.21
C: -1.47 2.64 -2.41
O: -1.80 1.31 -2.69
C: -2.61 1.15 -3.85
C: -1.85 1.29 -5.16
P: 1.09 2.36 1.35
O: 1.52 3.71 0.94
O: 2.09 1.77 2.45
O: -0.37 2.37 1.99
C: 2.20 -1.48 1.59
I: 2.70 -2.52 3.41
C: 2.93 -2.17 0.41
C: 2.99 -3.70 0.36
C: -0.31 -2.03 0.63
I: -0.70 -3.62 2.09
C: -1.63 -1.30 0.40
C: -2.91 -2.12 0.11
N: -2.77 -3.35 -0.66
N: 0.18 -2.73 -0.54
Cl: -0.25 -2.11 -2.06
H: -3.37 -0.78 5.62
H: -3.05 0.95 5.70
H: -4.34 0.34 4.67
H: -2.69 0.63 3.04
H: -2.35 -1.03 3.50
H: -0.75 1.47 4.12
H: -0.77 0.19 5.31
H: 1.14 -0.13 3.96
H: 0.01 -1.46 3.82
H: 3.15 1.17 -0.32
H: 2.40 2.64 -0.88
H: 3.74 1.87 -3.77
H: 3.94 2.61 -2.30
H: 0.61 0.89 -3.10
H: 1.20 2.43 -3.16
H: 2.33 -0.66 -3.35
H: 3.60 -0.60 -2.31
H: -0.98 3.29 -0.40
H: 0.38 3.29 -1.49
H: -1.01 3.13 -3.28
H: -2.38 3.21 -2.18
H: -3.03 0.15 -3.78
H: -3.45 1.85 -3.81
H: -2.54 1.50 -5.97
H: -1.30 0.37 -5.39
H: -1.12 2.11 -5.14
H: 2.61 2.52 2.78
H: -0.95 1.73 1.57
H: 2.72 -0.54 1.75
H: 2.47 -1.82 -0.51
H: 3.95 -1.78 0.42
H: 2.08 -4.17 0.72
H: 3.85 -4.09 0.90
H: 3.12 -4.00 -0.68
H: -1.89 -0.72 1.28
H: -1.47 -0.56 -0.39
H: -3.59 -1.43 -0.38
H: -3.39 -2.36 1.06
H: -3.18 -3.28 -1.58
H: -3.19 -4.14 -0.19
H: -0.02 -3.72 -0.52

***

Entry from the Open Molecules 2025 dataset: a 8-piece molecular cluster, C29H49NO21 overall in a non-equilibrium geometry (the ωB97M-V functional and the def2-TZVPD basis).

## Properties
orbital gap = 10.65 eV
maximum force = 8.08 eV/A
E_HOMO = -10.3 eV
energy above the lowest of the compared OMol25 structures with the same formula, charge and spin = 12.6 kJ/mol
structure (SMILES) = C[C@H]1COC(=O)O1.C[C@H]1COC(=O)O1.C[C@H]1COC(=O)O1.C[C@H]1COC(=O)O1.COC(=O)OC.COC(=O)OC.COC(=O)OC.CCCC#N

Atoms and positions in Å:
C: -10.12 25.97 5.34
C: -10.49 24.79 4.46
C: -10.73 23.42 5.13
O: -12.08 23.17 4.85
C: -12.71 24.14 4.21
O: -13.87 24.13 3.76
O: -11.80 25.08 3.95
H: -9.21 25.81 5.95
H: -10.98 26.17 6.02
H: -9.92 26.85 4.78
H: -9.68 24.80 3.75
H: -10.57 23.54 6.18
H: -10.06 22.72 4.64
C: -14.38 20.89 11.22
C: -13.73 19.61 10.71
C: -13.99 18.44 11.70
O: -14.80 17.59 10.96
C: -15.14 18.16 9.82
O: -15.80 17.62 8.98
O: -14.41 19.28 9.57
H: -14.31 21.70 10.55
H: -13.82 21.18 12.07
H: -15.47 20.88 11.46
H: -12.68 19.80 10.52
H: -14.52 18.62 12.64
H: -13.05 18.02 11.91
C: -5.58 26.98 7.02
C: -6.36 25.96 6.10
C: -5.50 24.88 5.37
O: -6.14 23.68 5.76
C: -7.07 23.96 6.74
O: -7.74 23.08 7.29
O: -7.10 25.24 7.02
H: -6.24 27.53 7.65
H: -5.13 27.77 6.51
H: -4.74 26.48 7.60
H: -7.14 26.44 5.48
H: -4.41 24.80 5.60
H: -5.53 24.94 4.27
C: -12.58 19.71 6.55
C: -11.56 20.60 7.20
C: -10.90 19.96 8.42
O: -9.72 19.60 7.97
C: -9.49 20.09 6.79
O: -8.36 20.19 6.28
O: -10.58 20.60 6.28
H: -13.47 19.56 7.22
H: -12.33 18.66 6.31
H: -13.06 20.16 5.71
H: -12.00 21.56 7.41
H: -11.53 19.15 8.71
H: -10.78 20.70 9.20
C: -10.21 24.54 9.14
O: -11.32 24.78 8.25
C: -12.41 24.06 8.38
O: -12.49 23.09 9.37
O: -13.37 24.30 7.52
C: -14.43 23.38 7.31
H: -9.75 23.62 9.05
H: -10.56 24.71 10.16
H: -9.51 25.34 8.97
H: -14.68 22.97 8.28
H: -14.13 22.50 6.73
H: -15.32 23.83 6.76
C: -16.87 20.29 7.92
O: -17.72 20.80 6.87
C: -17.05 20.99 5.64
O: -15.83 20.44 5.35
O: -17.79 21.74 4.79
C: -17.38 21.81 3.47
H: -16.76 19.28 7.51
H: -17.36 20.35 8.87
H: -15.87 20.70 7.94
H: -17.39 20.87 2.87
H: -16.41 22.34 3.45
H: -17.95 22.66 3.10
C: -6.56 23.24 13.61
O: -7.82 22.75 13.84
C: -8.88 23.18 13.13
O: -8.82 24.08 12.08
O: -9.98 22.47 13.37
C: -11.09 22.60 12.43
H: -6.10 22.59 12.85
H: -6.08 23.16 14.55
H: -6.50 24.25 13.28
H: -11.48 23.60 12.49
H: -11.86 21.94 12.63
H: -10.80 22.38 11.38
C: -8.11 21.58 10.06
C: -7.60 20.55 11.08
C: -8.51 19.32 10.97
C: -9.77 19.47 11.76
N: -10.74 19.56 12.38
H: -7.78 21.15 9.08
H: -7.66 22.56 10.16
H: -9.23 21.71 10.07
H: -7.48 20.90 12.08
H: -6.64 20.19 10.80
H: -7.95 18.53 11.45
H: -8.85 19.00 9.96

***

Entry from the Open Molecules 2025 dataset: C15H27N3O6Re as an isolated structure in a non-equilibrium geometry (the ωB97M-V functional and the def2-TZVPD basis).

## Properties
orbital gap (alpha / beta) = 4.33 / 4.76 eV
maximum force = 3.21 eV/A
2S+1 = 2
E_HOMO (alpha / beta) = -21.3 / -21.2 eV
energy above the lowest of the compared OMol25 structures with the same formula, charge and spin = 279.1 kJ/mol
charge = +4

Atoms and positions in Å:
Re: -0.36 -0.31 0.20
C: -1.46 -2.84 1.60
C: -0.21 -3.34 0.90
O: 0.71 -2.23 0.76
C: 1.70 -2.43 -0.26
C: 1.08 -2.30 -1.67
O: -0.05 -1.44 -1.53
C: -0.61 -0.82 -2.71
C: -1.87 -0.04 -2.29
O: -1.59 0.77 -1.14
C: -2.68 1.55 -0.61
C: -2.30 1.96 0.82
O: -1.74 0.87 1.59
C: -2.68 0.03 2.29
C: -3.14 -1.13 1.40
O: -2.01 -1.77 0.81
H: -1.23 -2.49 2.61
H: -2.19 -3.65 1.67
H: -0.48 -3.75 -0.08
H: 0.28 -4.13 1.49
H: 2.19 -3.40 -0.13
H: 2.45 -1.65 -0.09
H: 0.75 -3.27 -2.07
H: 1.81 -1.88 -2.36
H: -0.89 -1.59 -3.44
H: 0.14 -0.15 -3.14
H: -2.69 -0.74 -2.06
H: -2.20 0.59 -3.12
H: -3.62 0.98 -0.66
H: -2.81 2.46 -1.22
H: -3.18 2.37 1.34
H: -1.53 2.73 0.81
H: -3.54 0.61 2.63
H: -2.15 -0.35 3.17
H: -3.77 -0.79 0.57
H: -3.73 -1.84 1.99
C: 3.33 2.67 -2.26
N: 2.97 2.31 -0.92
C: 3.65 2.77 0.14
C: 3.27 2.43 1.41
C: 2.13 1.58 1.61
N: 1.47 1.10 0.53
C: 1.89 1.44 -0.73
O: 1.30 0.94 -1.67
N: 1.76 1.28 2.84
H: 4.07 3.47 -2.26
H: 2.45 2.99 -2.83
H: 3.74 1.82 -2.82
H: 4.49 3.43 -0.04
H: 3.82 2.81 2.26
H: 2.28 1.65 3.63
H: 0.96 0.70 3.04

***

Entry from the Open Molecules 2025 dataset: C5H7N3O2 as an isolated structure in a non-equilibrium geometry (the ωB97M-V functional and the def2-TZVPD basis).

## Properties
orbital gap = 9.66 eV
maximum force = 4.87 eV/A
E_HOMO = -9.5 eV
energy above the lowest of the compared OMol25 structures with the same formula, charge and spin = 506.6 kJ/mol

Atoms and positions in Å:
N: 0.31 -0.67 5.58
C: 1.17 -1.41 4.67
C: 1.66 -0.57 3.54
C: 1.39 -0.64 2.20
O: 2.16 0.33 1.61
C: 2.75 0.99 2.61
N: 2.21 0.69 3.75
C: 0.13 -0.90 1.51
N: -0.80 -1.67 1.79
H: 0.18 -1.19 6.44
H: 0.69 0.23 5.85
H: 2.06 -1.85 5.17
H: 0.60 -2.24 4.24
H: 3.33 1.87 2.36
O: -0.78 0.54 1.40
H: -0.14 1.23 1.65
H: -1.71 -0.76 1.76

***

Entry from the Open Molecules 2025 dataset: a 2-piece molecular cluster, CH5N3O3 overall in a non-equilibrium geometry (the ωB97M-V functional and the def2-TZVPD basis).

## Properties
orbital gap = 11.23 eV
maximum force = 3.05 eV/A
E_HOMO = -10.5 eV
energy above the lowest of the compared OMol25 structures with the same formula, charge and spin = 95.8 kJ/mol
structure (SMILES) = N[N+](=O)[O-].NC=O

Atoms and positions in Å:
C: -0.26 -1.82 -0.45
N: 0.18 2.10 0.42
N: -0.31 -1.68 0.90
N: 0.08 1.51 -0.81
O: -0.11 1.43 1.37
O: 0.11 -1.06 -1.32
O: 0.52 3.23 0.39
H: -0.56 -2.76 -0.86
H: -0.21 -2.56 1.44
H: 0.01 -0.78 1.22
H: -0.10 0.56 -0.75
H: 0.64 1.84 -1.55

***

Entry from the Open Molecules 2025 dataset: C5H6O2 as an isolated structure in a non-equilibrium geometry (the ωB97M-V functional and the def2-TZVPD basis).

## Properties
orbital gap = 9.54 eV
maximum force = 3.91 eV/A
E_HOMO = -8.9 eV
energy above the lowest of the compared OMol25 structures with the same formula, charge and spin = 338.7 kJ/mol

Atoms and positions in Å:
C: -1.17 0.42 0.70
C: 0.53 -1.65 0.67
C: 0.11 1.00 0.98
C: -0.08 -0.04 -0.15
C: 0.16 0.17 -1.59
O: -2.35 0.66 0.73
O: 0.74 -1.64 1.83
H: 0.76 -2.54 -0.01
H: 0.08 2.06 0.90
H: 0.57 0.68 1.89
H: 1.15 -0.12 -1.84
H: 0.05 1.28 -1.89
H: -0.55 -0.26 -2.23

***

Which formula does entry 8 have? C5H7N3O2